(1)
This record from OMol25 describes 2 unconnected molecules or ions with the total composition C2H5BrFPS2. The level of theory is the ωB97M-V functional and the def2-TZVPD basis.

The SMILES is S=PBr.FCCS. For the max |F|, the calculation gives 3.42 eV/A. For the gap between HOMO and LUMO, the calculation gives 7.903 eV. The LUMO energy is -1.3 eV.

The geometry in XYZ format:
```
12
C2H5BrFPS2 | OMol25 | the ωB97M-V functional and the def2-TZVPD basis
S -3.670 -1.221 -2.531
P -2.992 0.430 -1.837
Br -4.197 0.837 -0.010
F -0.476 0.173 -2.182
C 0.546 -0.420 -1.380
C 0.258 -0.106 0.025
S 0.236 1.618 0.570
H 1.485 -0.019 -1.846
H 0.426 -1.540 -1.686
H -0.708 -0.539 0.364
H 1.072 -0.631 0.536
H -0.683 1.394 1.459
```

***

(2)
This record from OMol25 describes a molecular structure, C4H7N5. The level of theory is the ωB97M-V functional and the def2-TZVPD basis.

For the max |F|, the calculation gives 5.79 eV/A. For the gap between HOMO and LUMO, the calculation gives 8.315 eV. The LUMO energy is 0.4 eV.

The geometry in XYZ format:
```
16
C4H7N5 | OMol25 | the ωB97M-V functional and the def2-TZVPD basis
C 1.127 1.230 -0.219
C -0.142 1.662 -0.105
C -1.601 -0.329 -0.030
C 0.636 -1.199 -0.113
H 2.988 -0.678 1.189
H 3.333 -1.287 -0.303
H 1.961 1.962 -0.446
H -0.160 2.785 -0.104
H -2.193 1.659 0.917
H -3.391 0.124 0.078
H 1.142 -2.214 0.092
N 2.845 -0.319 0.208
N 1.445 -0.098 -0.112
N -1.338 1.015 0.213
N -2.832 -0.732 -0.033
N -0.663 -1.371 -0.079
```

***

(3)
This record from OMol25 describes a molecular structure, C27H46GeN5O4SSi3Ti. The level of theory is the ωB97M-V functional and the def2-TZVPD basis.

For the max |F|, the calculation gives 1.16 eV/A. For the gap between HOMO and LUMO (spin up / spin down), the calculation gives 6.397 / 7.332 eV. The LUMO energy (spin up / spin down) is 0.4 / -1.0 eV. Its multiplicity is 4.

The geometry in XYZ format:
```
88
C27H46GeN5O4SSi3Ti | OMol25 | the ωB97M-V functional and the def2-TZVPD basis
Ti 1.220 -0.874 -0.755
C -2.509 0.486 6.972
C -1.692 0.079 5.778
C -1.383 1.001 4.780
C -0.612 0.638 3.691
C -0.133 -0.658 3.595
C -0.418 -1.590 4.578
C -1.200 -1.220 5.658
S 0.852 -1.097 2.194
O 1.611 0.092 1.829
O 1.583 -2.297 2.510
N -0.134 -1.292 0.969
C -0.399 -2.506 0.393
C -0.689 -3.703 1.046
C -0.925 -4.826 0.283
C -0.851 -4.744 -1.108
C -0.522 -3.535 -1.682
N -0.309 -2.437 -0.954
H -3.149 1.337 6.740
H -1.858 0.775 7.799
H -3.137 -0.335 7.317
H -1.758 2.016 4.856
H -0.374 1.351 2.911
H -0.011 -2.591 4.498
H -1.425 -1.948 6.428
H -0.720 -3.728 2.126
H -1.163 -5.765 0.765
H -1.033 -5.608 -1.730
H -0.410 -3.418 -2.753
C 3.579 -0.211 -3.905
C 2.560 -0.392 -2.813
O 1.930 -1.481 -2.722
O 2.352 0.529 -1.965
H 3.147 -0.487 -4.866
H 4.414 -0.886 -3.713
H 3.936 0.816 -3.928
C -4.176 2.292 -0.447
Si -3.060 0.764 -0.336
C -3.420 0.035 1.367
C -3.662 -0.494 -1.614
Ge -0.757 1.296 -0.836
Si -0.725 1.317 -3.261
C 0.811 2.004 -4.124
C -2.168 2.421 -3.811
C -0.981 -0.419 -3.965
Si 0.104 3.372 0.007
C -1.256 4.679 -0.174
C 1.586 3.893 -1.041
C 0.630 3.365 1.820
H -5.148 2.036 -0.016
H -4.344 2.622 -1.473
H -3.777 3.140 0.119
H -4.432 -0.381 1.352
H -3.402 0.802 2.142
H -2.726 -0.757 1.649
H -4.621 -0.913 -1.295
H -2.956 -1.319 -1.733
H -3.814 -0.032 -2.591
H 1.348 2.763 -3.555
H 0.493 2.446 -5.071
H 1.515 1.199 -4.359
H -1.942 3.477 -3.642
H -3.102 2.189 -3.300
H -2.328 2.286 -4.885
H -0.409 -1.160 -3.403
H -0.625 -0.439 -4.999
H -2.031 -0.711 -3.968
H -1.709 4.675 -1.168
H -0.824 5.669 -0.003
H -2.051 4.533 0.561
H 1.258 4.329 -1.986
H 2.242 3.049 -1.265
H 2.164 4.655 -0.512
H -0.226 3.492 2.487
H 1.296 4.214 1.992
H 1.162 2.451 2.098
N 5.155 -4.609 -0.408
C 4.828 -3.290 -0.216
C 3.502 -2.847 -0.284
N 3.181 -1.567 -0.099
C 4.180 -0.720 0.198
C 5.474 -1.178 0.293
N 5.816 -2.449 0.074
H 4.526 -5.165 -0.962
H 6.135 -4.782 -0.564
H 2.696 -3.536 -0.512
H 3.912 0.312 0.361
H 6.282 -0.499 0.540
```

***

(4)
This record from OMol25 describes a single C5H2 molecule. The level of theory is the ωB97M-V functional and the def2-TZVPD basis.

The SMILES is C#CC1=C=C1. For the max |F|, the calculation gives 6.54 eV/A. For the gap between HOMO and LUMO, the calculation gives 9.214 eV. The LUMO energy is 0.1 eV.

The geometry in XYZ format:
```
7
C5H2 | OMol25 | the ωB97M-V functional and the def2-TZVPD basis
C 2.074 -0.435 0.052
C 0.802 -0.470 0.028
C -0.822 -0.475 -0.019
C -2.261 -0.591 0.091
C -1.582 0.638 0.029
H 3.139 -0.385 -0.043
H -1.351 1.717 -0.138
```

***

(5)
This record from OMol25 describes a single C5H11N3O molecule. The level of theory is the ωB97M-V functional and the def2-TZVPD basis.

The SMILES is [H]/N=C(/CC(C)=O)N(C)N. For the max |F|, the calculation gives 3.64 eV/A. For the gap between HOMO and LUMO, the calculation gives 9.928 eV. The LUMO energy is 0.7 eV.

The geometry in XYZ format:
```
20
C5H11N3O | OMol25 | the ωB97M-V functional and the def2-TZVPD basis
H -0.782 0.259 -2.070
N -1.027 -0.240 -1.216
C -0.516 0.234 -0.169
C -0.435 -0.382 1.175
C -0.247 -1.858 1.365
C -0.277 -2.740 0.145
O -0.042 -2.303 2.474
N 0.428 1.368 -0.043
C 1.370 1.497 -1.149
N -0.190 2.631 0.221
H 0.493 0.421 1.404
H -1.258 -0.046 1.812
H 0.540 -2.475 -0.526
H -0.186 -3.780 0.451
H -1.204 -2.588 -0.404
H 2.080 2.282 -0.897
H 1.881 0.545 -1.285
H 0.877 1.777 -2.088
H -0.505 2.635 1.186
H -0.999 2.765 -0.386
```

***

(6)
This record from OMol25 describes a molecular structure, C17H43As2F12N4O13. The level of theory is the ωB97M-V functional and the def2-TZVPD basis.

The total charge is -1. For the max |F|, the calculation gives 6.48 eV/A. For the gap between HOMO and LUMO, the calculation gives 5.329 eV. The LUMO energy is 1.1 eV.

The geometry in XYZ format:
```
91
C17H43As2F12N4O13 | OMol25 | the ωB97M-V functional and the def2-TZVPD basis
C -3.184 2.551 -4.027
C -2.549 2.169 -2.681
C -3.500 2.213 -1.530
O -4.550 1.303 -1.707
C -5.496 1.312 -0.648
N -2.113 0.750 -2.805
H -1.194 0.735 -3.223
H -2.096 0.356 -1.875
H -2.722 0.134 -3.323
H -4.073 1.997 -4.329
H -2.461 2.338 -4.814
H -3.443 3.608 -4.097
H -1.661 2.771 -2.491
H -3.908 3.194 -1.286
H -3.037 1.907 -0.591
H -6.416 0.811 -0.951
H -5.691 2.365 -0.448
H -5.014 0.950 0.260
C -1.548 -6.367 -1.229
C -1.453 -4.855 -1.393
C -2.569 -4.029 -0.707
O -2.334 -2.677 -1.019
C -3.016 -1.840 -0.100
N -0.054 -4.250 -1.071
H 0.691 -4.547 -1.685
H -0.174 -3.250 -0.990
H 0.355 -4.605 -0.218
H -1.576 -6.801 -0.230
H -0.914 -6.875 -1.956
H -2.479 -6.686 -1.698
H -1.518 -4.593 -2.449
H -2.462 -4.189 0.366
H -3.487 -4.274 -1.241
H -4.104 -1.859 -0.153
H -2.572 -0.891 -0.400
H -2.719 -1.993 0.937
C 0.834 5.845 -1.875
C 1.606 5.148 -0.798
O 1.986 5.638 0.260
N 1.743 3.582 -0.896
H 1.124 3.247 -0.172
H 1.482 3.264 -1.819
C 3.168 3.025 -0.684
H 1.585 6.020 -2.646
H 0.475 6.804 -1.502
H -0.047 5.315 -2.237
H 2.969 1.953 -0.679
H 3.429 3.440 0.289
H 3.812 3.294 -1.521
C 2.829 -2.288 5.562
C 3.649 -1.289 4.748
O 4.743 -1.534 4.153
N 3.202 0.135 4.857
H 2.857 0.288 5.793
H 3.988 0.746 4.688
C 2.169 0.356 3.784
H 3.185 -3.308 5.416
H 1.778 -2.296 5.276
H 2.793 -1.903 6.581
H 2.485 0.295 2.743
H 1.731 1.336 3.974
H 1.423 -0.435 3.868
As -0.682 2.773 1.703
F -1.054 0.978 1.755
F 1.084 2.393 1.649
F -0.361 4.551 1.662
F -2.412 3.138 1.931
F -0.543 2.847 3.517
F -0.772 2.811 -0.137
As 0.892 -4.405 2.733
F 0.612 -6.101 2.967
F 2.619 -4.497 3.257
F 1.178 -2.673 2.578
F -0.737 -4.178 2.072
F 0.330 -4.050 4.426
F 1.439 -4.738 1.095
O 1.397 2.865 -3.794
C 0.579 2.510 -4.836
O -0.004 1.415 -4.820
O 0.284 3.344 -5.700
H 1.444 2.017 -3.346
O 4.116 -1.524 0.909
C 5.049 -0.644 0.544
O 5.053 0.483 1.150
O 5.962 -0.942 -0.265
H 3.717 -0.994 1.603
O 1.595 0.066 -0.004
C 0.798 -0.005 -1.068
O 0.837 0.850 -1.930
O 0.176 -1.040 -1.366
H 1.445 -0.813 0.352
```

***

(7)
This record from OMol25 describes a molecular structure, C4H3EuLi2O2. The level of theory is the ωB97M-V functional and the def2-TZVPD basis.

For the max |F|, the calculation gives 3.75 eV/A. For the gap between HOMO and LUMO (spin up / spin down), the calculation gives 3.416 / 3.750 eV. The LUMO energy (spin up / spin down) is -1.4 / -1.4 eV. Its multiplicity is 9.

The geometry in XYZ format:
```
12
C4H3EuLi2O2 | OMol25 | the ωB97M-V functional and the def2-TZVPD basis
C 0.530 -0.597 1.282
O 0.269 0.425 2.028
Eu -1.448 -1.195 -0.735
Li 1.559 1.263 2.986
H 1.415 -1.456 -0.038
C 1.783 -0.618 0.532
C 1.981 0.137 -0.820
C 1.308 -0.096 -1.983
O 0.456 -1.097 -2.445
Li -0.284 1.733 0.358
H 2.288 -0.804 1.629
H 1.428 0.661 -2.777
```

***

(8)
This record from OMol25 describes a molecular structure, C3H14MoNOS. The level of theory is the ωB97M-V functional and the def2-TZVPD basis.

The total charge is +1. For the max |F|, the calculation gives 2.58 eV/A. For the gap between HOMO and LUMO (spin up / spin down), the calculation gives 7.770 / 7.018 eV. The LUMO energy (spin up / spin down) is -4.3 / -4.3 eV. Its multiplicity is 3.

The geometry in XYZ format:
```
21
C3H14MoNOS | OMol25 | the ωB97M-V functional and the def2-TZVPD basis
C -1.607 2.497 -0.668
Mo 0.858 0.287 -0.838
N 1.659 -0.749 -2.480
H -0.549 0.137 -1.654
H 2.634 -0.459 -2.550
H -2.316 2.202 -1.459
H -1.082 3.459 -0.797
H -0.723 1.690 -0.546
H -2.152 2.577 0.271
H 1.594 -1.741 -2.240
H 1.239 -0.603 -3.407
C -0.874 -0.018 2.151
S -0.322 -0.913 0.703
C 1.253 -1.578 1.320
O -1.239 -2.081 0.565
H -0.053 0.438 2.716
H -1.379 -0.782 2.746
H -1.567 0.768 1.834
H 1.330 -1.319 2.387
H 1.185 -2.668 1.182
H 2.111 -1.145 0.766
```